(1)
DFT (ωB97M-V/def2-TZVPD) results for 2 unconnected molecules or ions with the total composition C4H10N2O2 in a non-equilibrium geometry.

```
18
Properties=species:S:1:pos:R:3:nbo_charge:R:1
C -2.43184 0.17061 0.61130 -0.293
C 3.12462 -0.48284 -0.40611 -0.375
C 2.77620 0.33969 0.56579 -0.431
N 0.02393 -0.97791 -1.85401 -0.574
C -1.11376 -0.32535 0.09225 0.658
N -2.71226 1.48718 0.04694 -0.820
O -1.01230 -0.53206 -1.16251 -0.220
O -0.12360 -0.53560 0.98213 -0.674
H 0.80136 -1.24717 -1.23587 0.256
H -2.74878 1.42701 -0.96186 0.366
H -3.60912 1.82464 0.37642 0.361
H -3.21374 -0.57757 0.37711 0.193
H -2.34610 0.26392 1.69672 0.219
H 3.47192 -1.48473 -0.20860 0.199
H 3.08240 -0.19353 -1.44419 0.212
H 2.83422 0.05558 1.60528 0.202
H 2.44182 1.34580 0.36879 0.207
H 0.75502 -0.55766 0.55035 0.512
```

Orbital gap (spin up / spin down) ... 8.191 / 8.194 eV
LUMO (spin up / spin down) ... 0.751 / 0.751 eV
2S+1 ... 1
HOMO level (spin up / spin down) ... -7.441 / -7.443 eV



(2)
DFT (ωB97M-V/def2-TZVPD) results for 3 unconnected molecules or ions with the total composition C18H30O11S in a non-equilibrium geometry.

```
60
Properties=species:S:1:pos:R:3:nbo_charge:R:1
C -1.81268 -5.31585 -0.56541 -0.635
C -1.63070 -3.75366 -0.10219 -0.404
C -0.14837 -3.43951 0.60544 -0.427
C 0.37853 -2.03849 -0.06247 -0.440
C 1.23438 -1.06499 0.93954 -0.427
C 0.59814 -0.86779 2.43639 -0.466
C -0.88686 -0.17828 2.48146 0.243
C -1.47974 0.61656 1.17784 -0.537
C -2.79488 -0.15058 0.50087 0.393
O -3.14116 0.19218 -0.74365 -0.539
C -1.92326 -1.13545 3.37535 -0.146
O -1.72248 -1.08521 4.86041 -0.618
S -0.72219 0.29154 5.04411 2.266
O -1.13124 1.42091 6.01971 -0.821
O 0.67244 -0.13024 5.59752 -0.846
O -0.65860 0.95030 3.44365 -0.653
H -1.62421 -6.05166 0.32640 0.214
H -1.09106 -5.51500 -1.48487 0.215
H -2.91287 -5.42705 -1.00992 0.215
H -2.46438 -3.44510 0.69406 0.179
H -1.82470 -3.08966 -1.05606 0.219
H 0.56389 -4.33212 0.34676 0.221
H -0.35812 -3.39819 1.75579 0.194
H 1.11489 -2.34321 -0.95031 0.233
H -0.49097 -1.41471 -0.59113 0.231
H 1.29588 0.01058 0.42913 0.197
H 2.36603 -1.39266 1.08999 0.256
H 1.34824 -0.15101 3.02620 0.274
H 0.54422 -1.86883 3.06379 0.229
H -0.69195 0.90109 0.36085 0.281
H -1.91477 1.64983 1.58719 0.275
H -3.46548 -0.93073 1.05744 0.168
H -3.07388 -0.82578 3.31680 0.211
H -1.81773 -2.28065 3.12096 0.233
C -3.22905 2.45869 -5.48453 -0.626
C -2.52955 2.17469 -4.17129 0.057
C -1.19509 2.84523 -4.04472 -0.094
O -0.51085 1.99366 -3.14292 -0.492
C -1.05271 0.74830 -3.30380 0.977
O -0.58386 -0.27414 -2.83480 -0.586
O -2.18799 0.80171 -4.06424 -0.479
H -2.61804 2.13981 -6.33601 0.218
H -4.16607 1.89518 -5.54512 0.231
H -3.45332 3.52427 -5.59087 0.221
H -3.18799 2.42526 -3.33066 0.191
H -1.27361 3.85720 -3.63760 0.203
H -0.63130 2.88003 -4.98355 0.183
C 3.44728 3.54160 0.86239 -0.627
C 4.52857 2.48093 0.84472 0.059
C 4.85704 1.98146 -0.52971 -0.096
O 5.34215 0.67590 -0.27127 -0.483
C 4.73617 0.26199 0.88281 0.969
O 4.76344 -0.88087 1.30505 -0.578
O 4.09195 1.29951 1.49804 -0.486
H 2.51872 3.16832 0.41687 0.217
H 3.20738 3.82195 1.89344 0.233
H 3.76331 4.43769 0.31996 0.221
H 5.42261 2.84417 1.36602 0.185
H 5.62203 2.58819 -1.02234 0.205
H 3.98440 1.90269 -1.18755 0.186
```

Orbital gap ... 10.212 eV
LUMO ... -0.119 eV
SMILES ... CCCCCC[C@@]1(CC=O)COS(=O)(=O)O1.C[C@@H]1COC(=O)O1.C[C@@H]1COC(=O)O1
2S+1 ... 1
HOMO level ... -10.331 eV



(3)
DFT (ωB97M-V/def2-TZVPD) results for a gas-phase ion, C3H9N4 (charge +1) in a non-equilibrium geometry.

```
16
Properties=species:S:1:pos:R:3:nbo_charge:R:1
H -0.93202 2.22432 -1.04913 0.349
N -1.19724 1.99178 -0.06153 -0.101
N -1.28100 0.82495 0.11639 -0.029
C -1.20407 -0.43610 0.10356 0.427
N -2.21571 -1.24063 -0.05017 -0.728
C 0.28053 -0.96948 0.29397 -0.221
N 1.23184 -0.01504 0.63364 -0.637
C 2.07116 0.75037 -0.27624 -0.383
H -2.17245 -2.21078 0.00978 0.438
H -3.14293 -0.74585 -0.19342 0.432
H 0.30963 -1.86540 0.86789 0.236
H 0.41112 -1.34503 -0.71714 0.230
H 1.05376 0.33563 1.60455 0.388
H 2.91809 1.01200 0.39737 0.237
H 2.32663 0.05678 -0.95529 0.201
H 1.54266 1.63249 -0.72423 0.162
```

Orbital gap ... 8.008 eV
LUMO ... -5.132 eV
SMILES ... [H]/N=N\C(=[NH2+])CNC
2S+1 ... 1
HOMO level ... -13.140 eV
Charge ... +1



(4)
DFT (ωB97M-V/def2-TZVPD) results for a molecular structure, C55H40NO6PRuS2Se3 in a non-equilibrium geometry.

```
109
Properties=species:S:1:pos:R:3:lowdin_spin:R:1
Ru -2.36384 -0.26192 -0.76505 0.716
Se -2.52829 -1.64061 -3.29125 0.030
P -1.74295 -3.09152 -1.88525 -0.001
Se -0.49169 -2.22674 -0.34244 0.015
C -0.69442 -4.29849 -2.80238 -0.001
C -1.11006 -4.78357 -4.03382 0.001
C -0.38885 -5.78767 -4.65699 0.000
C 0.74776 -6.30552 -4.05487 0.000
C 1.17010 -5.81006 -2.83197 0.000
C 0.44862 -4.80920 -2.20708 0.001
C -2.99756 -4.26878 -1.27099 0.000
C -2.82052 -4.87009 -0.03643 0.000
C -3.75829 -5.77893 0.40987 0.000
C -4.85061 -6.09312 -0.38198 0.000
C -5.02975 -5.47323 -1.60735 0.000
C -4.10539 -4.54852 -2.05446 0.000
H -1.99786 -4.37147 -4.49659 0.001
H -0.71320 -6.17393 -5.61321 0.000
H 1.30186 -7.10175 -4.53484 0.000
H 2.06093 -6.20301 -2.35986 0.000
H 0.76167 -4.41375 -1.24680 0.001
H -1.99015 -4.58148 0.59306 0.000
H -3.65235 -6.20805 1.39427 0.000
H -5.58166 -6.80665 -0.02871 0.000
H -5.90785 -5.68889 -2.20004 0.000
H -4.25406 -4.01533 -2.98437 0.000
C 3.84186 -3.69460 6.13300 0.000
C 2.95755 -2.93884 5.18610 0.000
C 2.38563 -3.55882 4.08299 0.000
C 1.54280 -2.85897 3.23510 0.000
C 1.28811 -1.52484 3.48726 0.000
C 1.84719 -0.88966 4.58173 0.000
C 2.68238 -1.59561 5.42469 0.000
S 0.10199 -0.59617 2.45586 -0.001
O -0.35130 0.45643 3.35586 0.000
C 1.49030 0.08542 1.46328 0.000
C 2.23128 -0.83387 0.70241 0.000
C 3.25118 -0.41776 -0.10283 0.000
C 3.59134 0.94992 -0.17650 0.000
C 4.65115 1.40361 -0.98808 0.000
C 5.00139 2.72383 -1.01367 0.000
C 4.28201 3.64993 -0.24698 0.000
C 3.22862 3.24578 0.52533 0.000
C 2.86245 1.88566 0.60111 0.000
C 1.78990 1.42444 1.42264 0.000
C 1.02777 2.39733 2.22554 0.000
C 1.63723 3.07544 3.30962 0.000
C 2.95599 2.79336 3.72395 0.000
C 3.51571 3.46154 4.77520 0.000
C 2.78711 4.44035 5.46824 0.000
C 1.50035 4.71782 5.10457 0.000
C 0.88746 4.04225 4.02919 0.000
C -0.45128 4.29117 3.66719 0.000
C -1.03588 3.58717 2.65293 0.000
C -0.28816 2.65587 1.92956 -0.001
S -1.14101 1.60386 0.71914 -0.004
O -2.45392 2.23824 0.53887 0.011
C -0.18589 2.22413 -0.71439 0.001
C 0.10126 1.34311 -1.74548 0.004
C 0.74013 1.79422 -2.88588 0.001
C 1.10113 3.13210 -3.00242 0.000
C 1.79561 3.63213 -4.23095 0.000
C 0.78440 4.00943 -1.97320 0.001
C 0.13901 3.56265 -0.83606 0.000
H 3.97906 -4.72366 5.80990 0.000
H 3.40083 -3.70224 7.12922 0.000
H 4.81631 -3.21336 6.20930 0.000
H 2.59350 -4.60177 3.89249 0.000
H 1.07072 -3.34253 2.39050 0.000
H 1.59970 0.14650 4.76438 0.000
H 3.12299 -1.10784 6.28335 0.000
H 1.99103 -1.88429 0.78002 0.000
H 3.81673 -1.12901 -0.68864 0.000
H 5.18861 0.67882 -1.58337 0.000
H 5.82271 3.06347 -1.62860 0.000
H 4.56880 4.69097 -0.27028 0.000
H 2.67182 3.97087 1.09762 0.000
H 3.51074 2.02803 3.20249 0.000
H 4.52383 3.23291 5.08717 0.000
H 3.24725 4.96360 6.29501 0.000
H 0.92514 5.45959 5.64052 0.000
H -1.01026 5.02649 4.22669 0.000
H -2.07103 3.72419 2.38023 0.000
H -0.15721 0.27953 -1.65580 0.002
H 0.95405 1.10243 -3.68769 0.000
H 2.47245 2.87735 -4.62532 0.000
H 2.35325 4.54067 -4.01293 0.000
H 1.05982 3.86239 -5.00201 0.000
H 1.04306 5.05514 -2.06260 0.000
H -0.12829 4.24699 -0.04486 0.000
O -5.20001 0.46174 0.09864 0.067
Se -3.83658 -1.58219 1.34428 0.006
O -3.61979 -2.93192 2.19204 -0.008
O -2.40376 -0.68822 1.45627 0.010
O -3.73116 -2.02020 -0.30035 -0.034
N -4.31261 5.59718 -6.73817 0.000
C -4.10172 4.80033 -5.93459 0.000
C -3.88972 3.83882 -4.93236 0.001
C -4.25369 2.50314 -5.14849 0.000
C -4.13757 1.57898 -4.13924 0.005
C -3.67839 1.96786 -2.87062 0.014
C -3.25663 3.29505 -2.68005 0.004
C -3.35627 4.21752 -3.69211 0.001
C -3.70250 1.07397 -1.76470 0.109
C -4.46508 0.76058 -0.78008 0.047
H -4.64040 2.20301 -6.10965 0.000
H -4.43422 0.54989 -4.29199 0.000
H -2.88859 3.57825 -1.70613 0.000
H -3.06135 5.24527 -3.52486 0.000
```

Orbital gap (spin up / spin down) ... 6.096 / 6.024 eV
LUMO (spin up / spin down) ... 1.344 / 1.240 eV
2S+1 ... 2
HOMO level (spin up / spin down) ... -4.752 / -4.783 eV
Charge ... -1



(5)
DFT (ωB97M-V/def2-TZVPD) results for 2 unconnected molecules or ions with the total composition C3H8Cl2N2 in a non-equilibrium geometry.

```
15
Properties=species:S:1:pos:R:3:nbo_charge:R:1
C 0.25501 1.30644 -0.23365 -0.396
C -1.68270 -0.06324 -0.18117 -0.130
C 0.33131 -1.01340 -0.77023 0.175
N 1.24484 -1.28484 1.18379 -1.040
N -0.39006 0.10812 -0.55114 -0.481
Cl -2.76635 0.24837 -1.70060 -0.175
Cl -0.34627 -2.43259 -1.36647 0.066
H 0.50177 1.50078 0.85945 0.219
H 1.17514 1.26531 -0.83838 0.220
H -0.50044 2.17433 -0.44873 0.213
H -2.05664 0.62842 0.64758 0.228
H -1.97467 -1.07832 -0.06722 0.231
H 1.18402 -0.92819 -1.34971 0.200
H 1.88915 -2.06397 1.31730 0.342
H 0.40063 -1.41013 1.83360 0.328
```

Orbital gap (spin up / spin down) ... 8.777 / 8.775 eV
LUMO (spin up / spin down) ... 0.509 / 0.509 eV
2S+1 ... 1
HOMO level (spin up / spin down) ... -8.268 / -8.267 eV



(6)
DFT (ωB97M-V/def2-TZVPD) results for a molecular structure, C6H9NO in a non-equilibrium geometry.

```
17
Properties=species:S:1:pos:R:3:nbo_charge:R:1
C 1.30974 -0.36751 -0.12942 -0.030
C 0.80738 -1.26638 -1.22300 0.614
C 2.44699 0.00699 0.41632 -0.396
C -0.55447 0.10310 -0.04478 0.185
C -0.96279 1.50420 -0.29312 -0.671
C -1.29126 -0.39404 1.24290 -0.666
N -0.49829 -0.87279 -1.19859 -0.652
O 1.40302 -1.92622 -2.00535 -0.574
H 2.38505 0.80583 1.08414 0.202
H 3.43625 -0.24455 0.14769 0.222
H -0.89647 2.00511 0.66826 0.227
H -1.83295 1.52143 -0.94092 0.233
H -0.29664 2.00635 -1.00041 0.224
H -1.74748 -1.33060 1.20523 0.226
H -1.88688 0.48088 1.69470 0.216
H -0.50921 -0.62592 2.05464 0.228
H -1.31197 -1.40590 -1.67832 0.412
```

Orbital gap ... 10.116 eV
LUMO ... 0.805 eV
2S+1 ... 1
HOMO level ... -9.311 eV



(7)
DFT (ωB97M-V/def2-TZVPD) results for a gas-phase ion, C3H8NS2 (charge +1) in a non-equilibrium geometry.

```
14
Properties=species:S:1:pos:R:3:nbo_charge:R:1
C 0.28304 -1.45265 0.86753 -0.422
N 0.87984 -0.09704 0.35867 -0.571
C -0.18640 0.76327 -0.11965 -0.102
C -0.75753 0.47138 -1.43233 -0.679
S -1.29483 1.44292 1.21821 0.169
S 0.21292 2.47077 0.37160 0.167
H -0.24219 -2.01035 0.11613 0.249
H 0.99660 -2.07884 1.46311 0.261
H -0.29950 -0.93933 1.69740 0.243
H 1.68431 -0.06235 -0.36319 0.452
H 1.37855 0.38875 1.12169 0.461
H -1.16321 1.42331 -1.88737 0.291
H -1.57038 -0.42862 -1.36669 0.255
H 0.07878 0.10879 -2.04513 0.227
```

Orbital gap ... 8.658 eV
LUMO ... -4.187 eV
SMILES ... C[NH2+]C1(C)SS1
2S+1 ... 1
HOMO level ... -12.845 eV
Charge ... +1



Energy above the lowest of the compared OMol25 structures with the same formula, charge and spin? In order: 6.552, 5.254, 4.244, 1.886, 3.553, 2.964, 1.388 eV.